Below is C21H35BrF7N3O6RuS2Si as an isolated structure, with properties calculated with ωB97M-V/def2-TZVPD.

Last column: Löwdin charge in e.
Atoms and positions in Å:
Ru: 0.763981 -2.483852 -0.042540  1.164
F: 5.164941 -4.519104 0.609202  0.186
C: 3.943018 -4.367579 1.074094  -0.673
F: 3.063745 -4.826151 0.196642  0.150
F: 3.808128 -5.014580 2.221117  0.167
S: 3.640206 -2.535626 1.349776  0.685
O: 2.858369 -2.096839 0.182877  -0.440
O: 4.896139 -1.918340 1.549985  -0.199
N: 2.735396 -2.474215 2.672367  -0.262
S: 1.206586 -2.590423 2.506481  0.666
O: 0.533308 -1.437929 1.876429  -0.403
O: 0.742142 -3.771870 1.745231  -0.348
C: 0.641710 -2.830226 4.258017  -0.692
F: 1.135367 -1.867116 5.006912  0.192
F: -0.677898 -2.780936 4.246157  0.185
F: 1.060540 -4.005326 4.663737  0.200
C: -1.581783 2.650462 -1.774288  -0.098
C: -0.085899 2.695824 -2.099241  -0.631
C: 0.101473 2.078623 -3.494326  -0.113
C: 0.336068 4.183264 -2.232465  -0.079
Si: 1.002416 1.974498 -0.687851  0.695
Br: 0.506038 -0.368985 -1.272264  0.668
C: 2.880426 2.107053 -0.911719  -0.624
C: 3.297087 2.020382 -2.386202  -0.089
C: 3.645142 1.024142 -0.143220  -0.097
C: 3.327460 3.489638 -0.374920  -0.071
C: 0.338581 2.227305 1.079598  -0.602
C: 1.376316 1.897470 2.163781  -0.083
C: -0.909827 1.387760 1.375675  -0.105
C: -0.018341 3.724732 1.236309  -0.077
H: -2.126001 3.110194 -2.603516  0.094
H: -1.847553 3.198886 -0.871935  0.065
H: -1.948807 1.626895 -1.670347  0.071
H: -0.537701 2.635060 -4.185169  0.093
H: -0.203887 1.035321 -3.553698  0.045
H: 1.120184 2.155957 -3.864171  0.065
H: -0.309802 4.655876 -2.978186  0.098
H: 1.358572 4.285592 -2.593420  0.068
H: 0.232365 4.758196 -1.313077  0.072
H: 2.973899 1.090255 -2.858381  0.082
H: 4.388177 2.051867 -2.436838  0.096
H: 2.924161 2.854700 -2.978148  0.067
H: 3.373687 0.025274 -0.487926  0.039
H: 3.498442 1.074972 0.933561  0.068
H: 4.712982 1.154411 -0.333968  0.101
H: 2.858787 4.327098 -0.891913  0.074
H: 4.405517 3.583160 -0.532625  0.098
H: 3.153108 3.606131 0.694425  0.065
H: 1.702431 0.855809 2.123020  0.063
H: 0.907549 2.060491 3.138241  0.099
H: 2.256354 2.536836 2.121030  0.070
H: -0.651361 0.334700 1.478541  0.021
H: -1.699258 1.483145 0.634611  0.066
H: -1.324393 1.705253 2.336762  0.104
H: 0.824689 4.386542 1.033246  0.079
H: -0.308222 3.891091 2.277758  0.097
H: -0.860215 4.035222 0.619305  0.066
O: -6.892592 -2.742709 -0.767254  -0.040
C: -6.252678 -1.491510 -0.853522  -0.249
N: -5.633657 -1.057674 0.373127  0.108
C: -4.396219 -1.356178 0.852966  -0.428
O: -3.957308 -0.823620 1.853983  0.082
C: -3.521874 -2.339766 0.113548  -0.075
C: -3.929932 -3.488616 -0.554497  0.032
C: -2.959706 -4.313474 -1.109292  -0.001
C: -1.628313 -3.976818 -0.991807  -0.079
N: -1.240517 -2.879092 -0.330335  -0.092
C: -2.164054 -2.088423 0.216836  -0.059
H: -7.705206 -2.663757 -0.256067  0.104
H: -6.951039 -0.712044 -1.161459  0.135
H: -5.498381 -1.591394 -1.632317  0.130
H: -6.138253 -0.420558 0.972172  0.154
H: -4.977820 -3.746633 -0.627862  0.112
H: -3.228945 -5.221414 -1.628894  0.124
H: -0.839147 -4.572606 -1.430877  0.118
H: -1.814762 -1.230067 0.774049  0.092
F: 1.125854 -3.374603 -1.645016  -0.465

Force components x, y, z for each atom (eV/Å):
-0.1182 0.5009 -0.4373
-0.0131 0.0284 -0.0335
0.0244 -0.0293 0.1031
-0.0389 -0.0118 -0.0030
0.0254 0.0210 -0.0337
0.1302 0.0975 0.1419
-0.0797 -0.2253 0.0032
-0.0629 -0.0173 0.0407
-0.1130 0.0045 -0.0105
0.3913 -0.3722 0.1219
-0.0529 0.1118 0.3231
-0.0042 -0.5139 -0.2291
-0.1542 0.2796 -0.0402
-0.0186 -0.0018 -0.0160
0.0244 -0.0164 0.0018
0.0494 -0.0680 -0.0031
-0.1076 -0.1062 0.0467
0.2454 0.3635 0.0843
0.0047 -0.1040 0.0103
-0.0773 -0.0390 -0.0319
-0.0828 -0.0878 -0.1146
-0.1689 0.0430 -0.3786
0.0392 0.3419 0.0481
-0.0223 -0.0894 -0.0230
-0.0693 -0.1645 -0.1157
0.0314 -0.0390 -0.0104
0.0240 0.1828 -0.0538
0.0072 -0.1445 -0.0098
-0.0249 -0.0861 0.0890
-0.0226 -0.0405 0.0896
-0.0133 -0.0005 -0.0022
0.0201 -0.0272 -0.0280
0.0111 -0.0184 -0.0196
0.0148 0.0085 -0.0157
-0.0247 -0.0405 0.0564
0.0200 -0.0198 0.0214
-0.0168 -0.0188 0.0130
0.0270 0.0071 0.0255
0.0091 -0.0234 0.0746
0.0083 -0.0136 0.0233
0.0127 -0.0061 -0.0056
-0.0078 0.0152 0.0092
0.0639 0.1184 0.0301
-0.0019 -0.0126 -0.0140
0.0305 0.0148 0.0129
-0.0600 -0.0052 -0.0270
0.0018 -0.0210 -0.0066
-0.0155 0.0040 -0.0361
-0.0507 0.0656 0.0120
-0.0021 -0.0235 0.0159
-0.0231 -0.0189 0.0017
-0.0508 0.1663 -0.0361
-0.0351 0.0464 -0.0800
-0.0148 0.0191 -0.0056
0.0466 0.0064 -0.0413
0.0014 0.0008 -0.0034
0.0567 -0.0123 -0.0045
-0.0180 -0.0279 -0.0050
-0.0161 0.0631 -0.0581
0.0075 -0.0390 0.0190
0.0413 0.0241 -0.0007
0.0041 -0.0119 0.0020
-0.0240 -0.0113 -0.0124
0.0810 0.0214 -0.0020
-0.0439 0.0175 0.0008
0.0925 -0.1501 -0.1414
0.2635 0.1663 0.2787
0.0667 0.0993 0.0726
0.0057 -0.0026 -0.0040
0.0019 -0.0097 0.0226
0.0008 -0.0200 0.0264
-0.0109 0.0036 -0.0198
-0.0079 -0.0136 0.0108
-0.0167 0.0117 -0.0109
-0.0272 0.0022 0.0325
-0.0484 -0.0141 -0.0221
-0.1243 -0.1376 0.2814

net charge: +1
relative energy (zero: lowest compared OMol25 entry of this formula, charge and spin): 0.000 eV
DFT total energy: -5890.54959 hartree
E_LUMO (spin up / spin down): -4.392 / -4.753 eV
HOMO energy (spin up / spin down): -12.604 / -12.589 eV
2S+1: 2
orbital gap (spin up / spin down): 8.21 / 7.84 eV